Computed, not measured: C3H6GaO3 as an isolated structure in a non-equilibrium geometry, with ωB97M-V with the def2-TZVPD basis set.

Structure (ORCA input):
```
! wB97M-V def2-TZVPD RIJCOSX def2/J DEFGRID3
* xyz 3 1
H -1.17955 1.30329 1.00822
C -1.61734 0.36902 0.63715
C -0.99794 -0.05585 -0.66830
H -2.68658 0.54478 0.46544
H -1.51566 -0.41077 1.40180
H -0.82304 0.76847 -1.36677
H -1.62975 -0.75335 -1.22508
O 1.31307 0.93992 -0.42616
C 1.29031 -0.30877 -0.37487
O 0.22849 -0.98557 -0.42602
O 2.35512 -0.79906 0.26427
Ga 2.96362 1.10372 0.13171
H 2.29925 -1.71586 0.57860
*
```

Computed properties:
* HOMO (alpha / beta): -1.03685 / -0.92616 Ha
* M: 159.80 Da
* ΔE to the lowest compared entry with this formula, charge and spin: 0.000 eV
* F_max: 6.3 eV/A
* orbital gap (alpha / beta): 10.8 / 4.3 eV